Model A:
Molecular formula: C5H14N2
Method: DFT, ωB97M-V with the def2-TZVPD basis set

```
! RIJCOSX wB97M-V def2-TZVPD def2/J DEFGRID3
* xyz 2 1
C -2.8225 -1.2349 0.9637
N -1.6707 -0.6632 0.8615
C -0.6236 -1.2364 -0.0273
C 0.1099 -0.2373 -0.9499
C 0.8753 0.8608 -0.2082
C 1.9398 0.3933 0.7803
N 1.6468 1.7346 -1.2278
H -3.6458 -0.6643 1.3808
H -2.9259 -2.2673 0.6485
H -1.7324 0.3533 0.9360
H -1.0847 -1.9725 -0.6788
H 0.1187 -1.7614 0.5734
H -0.6326 0.2231 -1.6077
H 0.8054 -0.8161 -1.5593
H 0.1889 1.5496 0.2901
H 1.5030 -0.2782 1.5155
H 2.3077 1.2437 1.3608
H 2.8003 -0.0430 0.2696
H 2.3580 1.1018 -1.5867
H 1.1634 2.2161 -1.9862
H 2.1771 2.4079 -0.6837
*
```

Values from the calculation:
- SMILES = C=[NH+]CC[C@@H](C)[NH3+]
- molecular weight (g/mol) = 102.18

---

Model B:
Molecular formula: C5H14N2
Method: DFT, ωB97M-V with the def2-TZVPD basis set

```
! RIJCOSX wB97M-V def2-TZVPD def2/J DEFGRID3
* xyz 2 1
C -2.5493 0.1437 0.4749
C -1.3993 -0.5535 0.4920
N -1.5555 -1.9921 -0.2115
C -0.0308 -0.1411 0.7927
C 0.8354 1.0289 0.0510
C 0.8978 0.6201 -1.5457
N 2.3089 1.1056 0.7262
H -3.4973 -0.1893 0.0484
H -2.7391 1.2119 0.5976
H -1.0972 -2.7004 0.4111
H -2.4977 -2.2166 -0.4571
H -0.9457 -2.2099 -1.0713
H 0.0659 0.0873 1.8441
H 0.6258 -1.1766 0.5925
H 0.4238 2.0166 0.0405
H 0.1610 -0.0934 -1.8917
H 1.8937 0.0898 -1.7495
H 1.0135 1.5426 -2.0166
H 2.3274 1.4124 1.7357
H 2.7495 0.1957 0.8359
H 3.0091 1.8185 0.3009
*
```

Values from the calculation:
- SMILES = C=C([NH3+])C[C@H](C)[NH3+]
- molecular weight (g/mol) = 102.18

---

Model C:
Molecular formula: C5H14N2
Method: DFT, ωB97M-V with the def2-TZVPD basis set

```
! RIJCOSX wB97M-V def2-TZVPD def2/J DEFGRID3
* xyz 2 1
C 0.3241 2.5530 0.0408
C 0.5186 1.2611 -0.7154
N 0.4206 1.5226 -2.2045
C -0.5374 0.1636 -0.3454
C -0.2418 -0.7144 0.8247
C -0.4108 -2.0183 0.7041
N -0.2004 -2.9595 1.8329
H -0.5010 2.5064 0.7646
H 1.1259 2.9431 0.6667
H -0.0168 3.4056 -0.5589
H 1.4934 0.8079 -0.5337
H 0.1413 0.7273 -2.7882
H 1.2642 1.9511 -2.5687
H -0.3121 2.2318 -2.3498
H -0.7617 -0.4521 -1.2209
H -1.4463 0.7573 -0.1823
H 0.0508 -0.1669 1.7140
H -0.5442 -2.6017 -0.1906
H -0.6363 -3.8558 1.6500
H -0.6433 -2.6332 2.6933
H 0.7702 -3.1950 2.0432
*
```

Values from the calculation:
- SMILES = C[C@H]([NH3+])C/C=C/[NH3+]
- molecular weight (g/mol) = 102.18

---

Short version: model C, model A, model B, most stable first.

---

Model A:
Molecular formula: C6H10S2
Method: DFT, ωB97M-V with the def2-TZVPD basis set

```
! RIJCOSX wB97M-V def2-TZVPD def2/J DEFGRID3
* xyz 0 1
C 1.4451 0.2779 -0.4248
C -0.0429 -0.0744 -0.5181
C -0.2661 -1.5209 -0.9221
S 0.2906 -2.1973 0.7802
C 0.0167 -0.6800 1.8052
C -0.7606 0.0828 0.7085
C -1.0028 1.1158 -0.4049
S -0.3535 2.7723 -0.3665
H 1.9046 0.7111 -1.3311
H 1.6145 1.0984 0.2966
H 1.8129 -0.6181 0.1283
H -1.4155 -1.6013 -1.1862
H 0.4707 -1.9819 -1.5853
H -0.7003 -0.8258 2.7683
H 0.8861 -0.1453 2.0653
H -1.6861 -0.3890 0.6323
H -1.9737 0.9730 -0.7340
H -0.2399 3.0025 -1.7117
*
```

Values from the calculation:
- SMILES = C[C@@]12CSC[C@H]1[C@H]2S
- molecular weight (g/mol) = 146.28

---

Model B:
Molecular formula: C6H10S2
Method: DFT, ωB97M-V with the def2-TZVPD basis set

```
! RIJCOSX wB97M-V def2-TZVPD def2/J DEFGRID3
* xyz 0 1
C 2.0640 0.1084 0.4504
C 1.4235 -0.0399 -0.9733
C 0.0434 -0.0151 -0.3029
C 0.7135 -0.3158 1.0645
C -1.0318 -0.9717 -0.7913
S -2.5994 -0.6279 0.0318
C -2.2599 1.1137 0.4158
S -0.7345 1.6418 -0.4092
H 2.3032 1.1815 0.6366
H 2.9378 -0.5197 0.6977
H 1.6657 0.6939 -1.7567
H 1.6024 -1.1200 -1.3547
H 0.6912 -1.4096 1.3605
H 0.2986 0.2167 1.8892
H -1.1612 -0.8547 -1.9033
H -0.7333 -2.0548 -0.5944
H -3.0647 1.7423 0.0611
H -2.1585 1.2309 1.4782
*
```

Values from the calculation:
- SMILES = C1CC2(C1)CSCS2
- molecular weight (g/mol) = 146.28

---

Short version: model B, model A, most stable first.

---

Model A:
Molecular formula: C4H8NO2
Method: DFT, ωB97M-V with the def2-TZVPD basis set

```
! RIJCOSX wB97M-V def2-TZVPD def2/J DEFGRID3
* xyz -1 1
C 1.3898 -0.5358 0.1910
N 0.1914 -1.4493 0.4752
C 1.1830 0.8401 0.9567
C -1.1054 -0.8751 0.0785
C -1.6534 0.3895 -0.8483
O -2.1149 1.2864 0.0175
O 2.6729 -0.9391 0.1483
H 1.1732 -0.1559 -0.9128
H 0.4811 1.5556 0.5552
H 2.1174 1.1086 0.5496
H 1.2580 0.8701 2.0506
H -1.8957 -1.4422 0.5712
H -0.4082 -1.3324 -0.7542
H -0.8404 0.7072 -1.5570
H -2.4489 -0.0276 -1.5216
*
```

Values from the calculation:
- molecular weight (g/mol) = 102.11

---

Model B:
Molecular formula: C4H8NO2
Method: DFT, ωB97M-V with the def2-TZVPD basis set

```
! RIJCOSX wB97M-V def2-TZVPD def2/J DEFGRID3
* xyz -1 1
C -2.3212 -1.1872 -1.6029
C -0.8716 -1.0820 -1.0968
C -0.6124 0.3933 -0.7163
N 0.7390 0.6290 -0.2903
C 1.1233 0.5681 1.1226
O 2.3572 0.4982 1.2818
O 0.1716 0.5474 1.9358
H -2.5931 -0.3178 -2.2336
H -2.5353 -2.0186 -2.2818
H -3.0532 -1.1381 -0.8121
H -0.2262 -1.3106 -1.9565
H -0.6617 -1.7864 -0.2991
H -0.9600 0.9856 -1.5681
H -1.2669 0.7189 0.1059
H 1.4513 0.1176 -0.7912
*
```

Values from the calculation:
- SMILES = CCCNC(=O)[O-]
- molecular weight (g/mol) = 102.11

---

Short version: model B, model A, most stable first.

---

Model A:
Molecular formula: C9H18N2O4
Method: DFT, ωB97M-V with the def2-TZVPD basis set

```
! RIJCOSX wB97M-V def2-TZVPD def2/J DEFGRID3
* xyz 0 1
C -2.1308 1.4228 -3.1954
C -0.6740 1.5927 -2.6824
C -0.1792 0.6450 -1.5183
C -0.5527 -0.7687 -1.9492
C -0.8618 1.0203 -0.2005
N -0.4427 2.3721 0.1464
C -0.7091 -0.0957 0.9324
O -1.6064 -0.8592 1.2745
N 0.5165 -0.1551 1.4501
C 0.8695 -0.8723 2.7289
C 0.8634 -2.3659 2.5060
O 1.6920 -2.8218 1.4535
C 2.2657 -0.3663 3.0434
O 2.5541 0.2688 4.0419
O 3.1700 -0.6843 2.0731
H -2.3195 0.5254 -3.7942
H -2.8477 1.5811 -2.3591
H -2.2884 2.3057 -3.9252
H -0.6204 2.6911 -2.4099
H -0.0362 1.4794 -3.5474
H 0.8569 0.7000 -1.4845
H -1.6542 -0.8233 -1.9527
H -0.1886 -0.9450 -2.9804
H -0.1820 -1.6406 -1.3261
H -1.9219 1.0523 -0.3819
H 0.5405 2.3926 0.0935
H -0.7189 2.6196 1.0663
H 1.1741 0.4932 1.0929
H 0.2714 -0.5954 3.5999
H -0.1626 -2.6896 2.3113
H 1.1988 -2.7908 3.4911
H 1.1271 -3.1168 0.6864
H 2.9970 -1.5714 1.7155
*
```

Values from the calculation:
- SMILES = CC[C@H](C)[C@H](N)C(=O)N[C@@H](CO)C(=O)O
- molecular weight (g/mol) = 218.25

---

Model B:
Molecular formula: C9H18N2O4
Method: DFT, ωB97M-V with the def2-TZVPD basis set

```
! RIJCOSX wB97M-V def2-TZVPD def2/J DEFGRID3
* xyz 0 1
C 1.5030 2.6336 -0.6037
C 2.5527 1.5810 0.0075
C 1.8273 0.4473 0.7106
C 2.7861 -0.3292 1.6910
C 1.0751 -0.4301 -0.2804
N -0.3981 -0.7678 0.0202
C -1.3958 -0.1173 -0.6203
O -1.2634 0.8771 -1.4641
C -2.8365 -0.7186 -0.3673
N -2.6923 -1.4667 0.9082
C -3.6622 0.5132 -0.2762
O -5.0034 -0.0333 0.0320
C 1.6795 -1.8566 -0.8201
O 1.3662 -2.8132 -0.1665
O 2.4829 -1.8384 -1.8259
H 0.7248 2.7698 0.0971
H 1.8816 3.6045 -1.0055
H 0.9468 2.2511 -1.4236
H 3.2161 2.1373 0.7844
H 3.2361 1.1865 -0.7956
H 0.9880 0.8873 1.2785
H 3.5328 -0.8264 1.0536
H 3.3807 0.4091 2.3584
H 2.1244 -1.0425 2.2549
H 1.1233 0.0153 -1.3009
H -0.4985 -1.5101 0.6618
H -3.2540 -1.5767 -1.1651
H -3.6299 -1.6238 1.2632
H -2.4568 -0.9061 1.6923
H -3.6811 1.1817 -1.1613
H -3.4045 0.9958 0.5846
H -5.1081 -0.9153 -0.3476
H 2.8571 -2.7186 -1.7741
*
```

Values from the calculation:
- SMILES = CC[C@H](C)[C@H](NC(=O)[C@@H](N)CO)C(=O)O
- molecular weight (g/mol) = 218.25

---

Short version: model A, model B, most stable first.